1.
Entry from the Open Molecules 2025 dataset: a 2-piece molecular cluster, C3H5IN2 overall at a distorted geometry (ωB97M-V/def2-TZVPD).

Summary:
2S+1: 3
Relative energy (zero: lowest compared OMol25 entry of this formula, charge and spin) in kcal/mol: 24.7
Orbital gap (spin up / spin down) in eV: 6.71 / 7.21
⟨S²⟩: 2.019
HOMO level (spin up / spin down) in eV: -5.888 / -8.760

Bonds (Å) are listed after each position.
Geometry (Å):
1 I 3.092 0.077 0.001  C6 2.102
2 N -1.209 1.754 -0.041  N3 1.129, C5 1.253
3 N -0.193 1.267 -0.115  N2 1.129
4 C 1.125 -2.190 -0.419  C6 1.314, H8 1.079, H11 1.076
5 C -2.343 2.284 0.021  N2 1.253, H7 1.073, H9 1.071
6 C 1.793 -1.504 0.481  I1 2.102, C4 1.314, H10 1.077
7 H -3.202 1.708 -0.261  C5 1.073
8 H 0.470 -2.997 -0.127  C4 1.079
9 H -2.452 3.282 0.395  C5 1.071
10 H 1.728 -1.694 1.539  C6 1.077
11 H 1.192 -1.987 -1.474  C4 1.076

=====

2.
Entry from the Open Molecules 2025 dataset: an isolated molecule of C5H8O at a distorted geometry (ωB97M-V/def2-TZVPD).

Summary:
SMILES: C#C[C@H](O)CC
Relative energy (zero: lowest compared OMol25 entry of this formula, charge and spin) in kcal/mol: 80.3
Orbital gap in eV: 10.46
HOMO level in eV: -9.731

Bonds (Å) are listed after each position.
Geometry (Å):
1 O 0.947 -1.545 0.471  C3 1.445, H9 0.967
2 C -0.938 -0.236 -0.032  C3 1.519, C6 1.522, H8 1.094, H10 1.097
3 C 0.507 -0.170 0.434  O1 1.445, C2 1.519, C4 1.490, H14 1.098
4 C 1.449 0.503 -0.504  C3 1.490, C5 1.216
5 C 2.346 -0.137 -1.018  C4 1.216, H13 1.064
6 C -1.698 1.082 0.015  C2 1.522, H7 1.096, H11 1.096, H12 1.095
7 H -2.738 0.931 -0.298  C6 1.096
8 H -1.409 -0.981 0.616  C2 1.094
9 H 1.778 -1.594 0.963  O1 0.967
10 H -0.940 -0.645 -1.049  C2 1.097
11 H -1.715 1.499 1.029  C6 1.096
12 H -1.246 1.826 -0.650  C6 1.095
13 H 3.077 -0.799 -1.416  C5 1.064
14 H 0.580 0.268 1.438  C3 1.098

=====

3.
Entry from the Open Molecules 2025 dataset: a 4-piece molecular cluster, C45H32FNO9S overall at a distorted geometry (ωB97M-V/def2-TZVPD).

Summary:
SMILES: O=C1c2ccccc2C(=O)c2ccccc21.O=C1c2ccccc2C(=O)c2ccccc21.O=C1c2ccccc2C(=O)c2ccccc21.COC[C@H](N)S(=O)(=O)F
Orbital gap in eV: 8.29
HOMO level in eV: -9.548

Bonds (Å) are listed after each position.
Geometry (Å):
1 S -8.691 -3.770 2.607  F2 1.742, O4 1.575, O5 1.578, C15 1.877
2 F -10.400 -3.472 2.773  S1 1.742
3 O -8.776 -0.375 4.523  C28 1.472, C41 1.472
4 O -8.441 -3.804 1.052  S1 1.575
5 O -8.311 -5.145 3.279  S1 1.578
6 O 10.776 -2.239 -4.739  C53 1.225
7 O 3.512 1.763 -2.135  C13 1.226
8 O 5.468 -2.815 -4.782  C27 1.226
9 O -0.662 -1.243 -0.704  C19 1.225
10 O -1.715 2.181 2.658  C24 1.226
11 O -5.520 5.449 4.488  C55 1.225
12 N -6.206 -2.401 2.820  C15 1.542, H70 1.062, H73 1.053
13 C 2.574 1.052 -1.796  O7 1.226, C36 1.476, C44 1.476
14 C 7.548 -3.641 -5.495  C23 1.400, C27 1.476, C40 1.394
15 C -7.621 -2.467 3.431  S1 1.877, N12 1.542, C41 1.671, H65 1.183
16 C 1.034 -1.890 -4.482  C38 1.397, C50 1.395, H78 1.088
17 C 2.593 -0.108 -3.996  C44 1.401, C50 1.396, H88 1.089
18 C -4.719 3.248 4.330  C45 1.394, C46 1.401, C55 1.477
19 C 0.313 -0.573 -1.022  O9 1.225, C34 1.477, C49 1.477
20 C 6.512 -0.754 -3.210  C31 1.401, C39 1.396, H89 1.089
21 C 1.985 2.226 1.738  C47 1.396, C56 1.395, H75 1.088
22 C -3.351 6.627 3.172  C32 1.401, C57 1.396, H72 1.089
23 C 6.966 -4.701 -6.200  C14 1.400, C25 1.396, H76 1.089
24 C -2.573 2.933 3.105  O10 1.226, C45 1.476, C54 1.476
25 C 7.770 -5.584 -6.923  C23 1.396, C29 1.395, H79 1.088
26 C -1.322 4.923 2.292  C35 1.396, C54 1.400, H68 1.089
27 C 6.688 -2.701 -4.747  O8 1.226, C14 1.476, C31 1.476
28 C -10.198 -0.636 4.798  O3 1.472, H58 1.170, H85 1.193, H86 1.175
29 C 9.152 -5.403 -6.954  C25 1.395, C33 1.396, H63 1.088
30 C 8.704 -1.491 -3.925  C31 1.394, C48 1.401, C53 1.477
31 C 7.317 -1.629 -3.952  C20 1.401, C27 1.476, C30 1.394
32 C -3.459 5.245 3.379  C22 1.401, C54 1.394, C55 1.477
33 C 9.736 -4.350 -6.247  C29 1.396, C40 1.401, H59 1.089
34 C 0.879 0.417 -0.083  C19 1.477, C36 1.394, C51 1.401
35 C -1.208 6.302 2.103  C26 1.396, C57 1.395, H61 1.088
36 C 1.986 1.182 -0.447  C13 1.476, C34 1.394, C47 1.400
37 C -4.920 0.492 4.761  C42 1.395, C52 1.396, H64 1.088
38 C 0.452 -1.725 -3.223  C16 1.397, C49 1.401, H84 1.089
39 C 7.100 0.242 -2.428  C20 1.396, C43 1.395, H87 1.088
40 C 8.932 -3.474 -5.506  C14 1.394, C33 1.401, C53 1.477
41 C -8.333 -0.966 3.250  O3 1.472, C15 1.671, H71 1.183, H83 1.192
42 C -5.894 1.349 5.274  C37 1.395, C46 1.397, H74 1.088
43 C 8.488 0.368 -2.385  C39 1.395, C48 1.397, H67 1.088
44 C 2.020 0.049 -2.727  C13 1.476, C17 1.401, C49 1.394
45 C -3.736 2.392 3.835  C18 1.394, C24 1.476, C52 1.401
46 C -5.798 2.725 5.056  C18 1.401, C42 1.397, H80 1.089
47 C 2.544 2.084 0.467  C21 1.396, C36 1.400, H62 1.089
48 C 9.291 -0.494 -3.136  C30 1.401, C43 1.397, H81 1.089
49 C 0.943 -0.749 -2.345  C19 1.477, C38 1.401, C44 1.394
50 C 2.098 -1.077 -4.870  C16 1.395, C17 1.396, H60 1.088
51 C 0.309 0.574 1.187  C34 1.401, C56 1.396, H77 1.089
52 C -3.842 1.010 4.043  C37 1.396, C45 1.401, H82 1.089
53 C 9.561 -2.388 -4.726  O6 1.225, C30 1.477, C40 1.477
54 C -2.453 4.394 2.926  C24 1.476, C26 1.400, C32 1.394
55 C -4.633 4.702 4.092  O11 1.225, C18 1.477, C32 1.477
56 C 0.863 1.478 2.094  C21 1.395, C51 1.396, H66 1.088
57 C -2.226 7.151 2.535  C22 1.396, C35 1.395, H69 1.088
58 H -10.533 -1.749 4.662  C28 1.170
59 H 10.816 -4.218 -6.272  C33 1.089
60 H 2.547 -1.200 -5.854  C50 1.088
61 H -0.326 6.712 1.618  C35 1.088
62 H 3.417 2.674 0.194  C47 1.089
63 H 9.778 -6.085 -7.526  C29 1.088
64 H -4.999 -0.581 4.925  C37 1.088
65 H -7.442 -2.643 4.588  C15 1.183
66 H 0.422 1.596 3.081  C56 1.088
67 H 8.946 1.138 -1.769  C43 1.088
68 H -0.526 4.265 1.948  C26 1.089
69 H -2.142 8.225 2.379  C57 1.088
70 H -6.124 -3.101 2.026  N12 1.062
71 H -9.170 -0.970 2.413  C41 1.183
72 H -4.140 7.297 3.511  C22 1.089
73 H -5.534 -2.770 3.542  N12 1.053
74 H -6.729 0.947 5.842  C42 1.088
75 H 2.425 2.921 2.450  C21 1.088
76 H 5.887 -4.846 -6.184  C23 1.089
77 H -0.564 -0.010 1.474  C51 1.089
78 H 0.655 -2.651 -5.160  C16 1.088
79 H 7.317 -6.412 -7.464  C25 1.088
80 H -6.564 3.388 5.457  C46 1.089
81 H 10.374 -0.387 -3.099  C48 1.089
82 H -3.083 0.335 3.650  C52 1.089
83 H -7.452 -0.269 2.850  C41 1.192
84 H -0.381 -2.361 -2.928  C38 1.089
85 H -10.367 -0.372 5.949  C28 1.193
86 H -10.947 0.048 4.205  C28 1.175
87 H 6.473 0.917 -1.850  C39 1.088
88 H 3.428 0.519 -4.304  C17 1.089
89 H 5.428 -0.849 -3.235  C20 1.089

=====

4.
Entry from the Open Molecules 2025 dataset: an isolated ion of composition CH5FNO and charge +1 at a distorted geometry (ωB97M-V/def2-TZVPD).

Summary:
SMILES: [NH3+]COF
Relative energy (zero: lowest compared OMol25 entry of this formula, charge and spin) in kcal/mol: 2.8
Orbital gap in eV: 12.40
Total charge: +1
HOMO level in eV: -16.846

Bonds (Å) are listed after each position.
Geometry (Å):
1 F 2.679 -0.415 -0.135  O2 1.405
2 O 1.866 0.684 -0.461  F1 1.405, C4 1.480
3 N -0.242 -0.439 -0.332  C4 1.494, H6 1.032, H7 1.048, H8 1.065
4 C 0.636 0.558 0.352  O2 1.480, N3 1.494, H5 1.090, H9 1.035
5 H 0.119 1.517 0.359  C4 1.090
6 H -0.470 -0.121 -1.286  N3 1.032
7 H 0.214 -1.383 -0.320  N3 1.048
8 H -1.056 -0.515 0.351  N3 1.065
9 H 0.740 0.384 1.368  C4 1.035

=====

5.
Entry from the Open Molecules 2025 dataset: a 15-piece molecular cluster, C5H37NO14 overall at a distorted geometry (ωB97M-V/def2-TZVPD).

Summary:
Relative energy (zero: lowest compared OMol25 entry of this formula, charge and spin) in kcal/mol: 91.4
Orbital gap in eV: 7.64
HOMO level in eV: -7.665

Bonds (Å) are listed after each position.
Geometry (Å):
1 O -0.164 0.789 3.706  H45 0.958, H47 0.962
2 O -1.603 -0.729 -3.619  H27 0.972, H38 0.964
3 O -0.582 -4.243 -1.130  H21 0.959, H48 0.968
4 O -4.716 0.100 0.212  H24 0.967, H36 0.960
5 O 1.599 3.668 -1.523  H30 0.968, H55 0.963
6 O -2.324 -1.501 2.771  H39 0.958, H49 0.959
7 O -1.519 3.633 -1.677  H22 0.967, H23 0.966
8 O 4.306 1.901 -1.528  H51 0.962, H56 0.963
9 O -2.371 -2.104 -0.740  H34 0.958, H42 0.961
10 O 0.709 -2.176 -2.380  H40 0.975, H43 0.974
11 O 2.945 -0.587 -2.437  H25 0.965, H32 0.966
12 O 2.350 -1.369 4.106  H28 0.960, H50 0.955
13 O -2.659 1.237 -1.693  H35 0.962, H53 0.976
14 O 2.391 1.693 1.491  H44 0.965, H54 0.958
15 N 2.431 -2.542 0.020  C20 1.421, H33 1.009, H46 1.013
16 C -1.604 1.798 1.499  C19 1.485, H26 1.088, H37 1.096, H52 1.095
17 C 0.878 -0.860 0.314  C18 1.441, C20 1.336, H29 1.084
18 C -0.188 -0.105 0.923  C17 1.441, C19 1.334, H57 1.091
19 C -0.638 1.111 0.605  C16 1.485, C18 1.334, H31 1.087
20 C 1.281 -2.071 0.708  N15 1.421, C17 1.336, H41 1.077
21 H -1.210 -4.388 -1.840  O3 0.959
22 H -0.701 3.369 -2.118  O7 0.967
23 H -1.144 4.008 -0.869  O7 0.966
24 H -4.592 -0.818 -0.068  O4 0.967
25 H 3.572 -0.527 -1.707  O11 0.965
26 H -2.060 1.182 2.272  C16 1.088
27 H -2.104 -0.106 -3.066  O2 0.972
28 H 1.404 -1.529 4.129  O12 0.960
29 H 1.256 -0.424 -0.604  C17 1.084
30 H 1.775 3.085 -0.770  O5 0.968
31 H -0.192 1.672 -0.211  C19 1.087
32 H 3.350 -1.232 -3.032  O11 0.966
33 H 2.404 -2.502 -0.988  N15 1.009
34 H -1.747 -2.477 -0.115  O9 0.958
35 H -3.534 1.205 -1.295  O13 0.962
36 H -4.671 0.044 1.169  O4 0.960
37 H -1.167 2.616 2.082  C16 1.096
38 H -1.336 -0.104 -4.303  O2 0.964
39 H -2.269 -2.004 3.584  O6 0.958
40 H 1.386 -1.599 -2.781  O10 0.975
41 H 0.887 -2.715 1.477  C20 1.077
42 H -2.250 -1.166 -0.913  O9 0.961
43 H -0.073 -1.857 -2.865  O10 0.974
44 H 3.233 1.223 1.463  O14 0.965
45 H 0.009 0.872 4.644  O1 0.958
46 H 2.576 -3.513 0.270  N15 1.013
47 H 0.396 1.292 3.107  O1 0.962
48 H -0.118 -3.407 -1.278  O3 0.968
49 H -2.095 -0.588 2.954  O6 0.959
50 H 2.522 -0.443 3.945  O12 0.955
51 H 3.558 2.318 -1.966  O8 0.962
52 H -2.535 2.165 1.056  C16 1.095
53 H -2.450 2.162 -1.921  O13 0.976
54 H 1.786 1.009 1.201  O14 0.958
55 H 2.220 4.399 -1.435  O5 0.963
56 H 4.047 1.720 -0.619  O8 0.963
57 H -0.656 -0.582 1.784  C18 1.091

=====

6.
Entry from the Open Molecules 2025 dataset: an isolated molecule of C4H4N2O at a distorted geometry (ωB97M-V/def2-TZVPD).

Summary:
SMILES: O=c1cc[nH]cn1
Relative energy (zero: lowest compared OMol25 entry of this formula, charge and spin) in kcal/mol: 84.1
Orbital gap in eV: 8.91
HOMO level in eV: -8.665

Bonds (Å) are listed after each position.
Geometry (Å):
1 O 0.106 2.142 1.610  C5 1.204
2 N 0.420 -0.881 -0.754  C6 1.352, C7 1.410, H10 1.007
3 N 0.206 1.479 -0.588  C5 1.365, C6 1.292
4 C -0.702 -0.285 1.233  C5 1.801, C7 1.330, H8 1.049
5 C -0.050 1.320 0.744  O1 1.204, N3 1.365, C4 1.801
6 C 0.422 0.382 -1.237  N2 1.352, N3 1.292, H11 1.085
7 C -0.179 -1.242 0.470  N2 1.410, C4 1.330, H9 1.097
8 H -1.349 0.527 1.382  C4 1.049
9 H -0.081 -2.313 0.685  C7 1.097
10 H 0.596 -1.613 -1.422  N2 1.007
11 H 0.665 0.464 -2.291  C6 1.085